One molecule with the formula C18H32N2, computed with ωB97M-V/def2-TZVPD.

Last column: Löwdin charge in e.
Cartesian coordinates (Å):
C: 4.1770 0.8395 -1.9256  -0.10
N: 4.4616 1.2162 -0.5536  -0.21
C: 3.6807 2.3828 -0.1863  -0.10
C: 4.3203 0.0979 0.3991  -0.57
C: 4.7339 0.5626 1.8049  -0.04
C: 5.2500 -1.0544 -0.0147  -0.04
C: 2.9432 -0.3985 0.4469  0.01
C: 1.7885 -0.7229 0.4175  0.00
C: 0.4134 -1.1824 0.4069  -0.21
C: 0.3306 -2.6662 0.0355  -0.20
C: -1.0935 -3.2192 0.0766  -0.21
C: -2.0048 -2.6738 -1.0327  -0.20
C: -2.4798 -1.3293 -0.7660  -0.02
C: -2.8542 -0.2090 -0.5547  0.01
C: -3.3569 1.1265 -0.2257  -0.56
C: -3.6543 1.8836 -1.5300  -0.04
C: -2.2597 1.8940 0.5314  -0.03
N: -4.5759 1.0614 0.6020  -0.21
C: -5.6988 0.4434 -0.0778  -0.10
C: -4.3615 0.4256 1.8884  -0.10
H: 4.2823 1.7230 -2.5542  0.08
H: 3.1610 0.4374 -2.0572  0.09
H: 4.8972 0.1010 -2.2686  0.07
H: 2.6044 2.1686 -0.1026  0.09
H: 4.0348 2.7888 0.7579  0.07
H: 3.8223 3.1465 -0.9502  0.08
H: 4.8464 -0.3007 2.4564  0.08
H: 3.9845 1.2143 2.2455  0.08
H: 5.6831 1.0894 1.7477  0.09
H: 5.3153 -1.7788 0.7936  0.08
H: 4.8759 -1.5723 -0.8936  0.08
H: 6.2430 -0.6632 -0.2210  0.09
H: -0.0246 -1.0268 1.3979  0.12
H: -0.1558 -0.5855 -0.3096  0.10
H: 0.9489 -3.2356 0.7349  0.12
H: 0.7504 -2.8099 -0.9638  0.12
H: -1.5417 -3.0046 1.0503  0.11
H: -1.0406 -4.3058 -0.0323  0.11
H: -1.4695 -2.6837 -1.9875  0.12
H: -2.8779 -3.3276 -1.1318  0.12
H: -4.1816 2.8062 -1.3013  0.09
H: -2.7208 2.1252 -2.0330  0.08
H: -4.2524 1.2850 -2.2117  0.08
H: -1.4461 2.1369 -0.1482  0.08
H: -1.8458 1.3038 1.3444  0.07
H: -2.6736 2.8163 0.9307  0.09
H: -5.9919 1.0408 -0.9374  0.07
H: -5.4856 -0.5837 -0.4115  0.09
H: -6.5435 0.4137 0.6094  0.08
H: -5.3095 0.4050 2.4247  0.08
H: -3.6580 1.0053 2.4807  0.08
H: -3.9900 -0.6067 1.7996  0.09

SMILES: CN(C)C(C)(C)C#CCCCCC#CC(C)(C)N(C)C
frontier orbital gap: 9.4 eV
strongest force on any atom: 0.59 eV Å⁻¹
energy: -22161.9111 eV
energy relative to the best compared isomer or geometry (same formula, charge and spin): 113.94 kcal/mol